Entry 1:
Formula: C42H49N5O15P
Source: the Open Molecules 2025 dataset
Level of theory: the ωB97M-V functional and the def2-TZVPD basis

XYZ file:
```
112
Properties=species:S:1:pos:R:3:forces:R:3
P 3.857 1.137 -1.158 0.79 0.91 -0.81
O 3.265 -0.131 -1.946 -0.42 0.19 0.23
O 3.975 0.721 0.381 -0.25 -0.73 -0.02
O -2.388 -1.009 1.633 -0.26 0.03 -0.69
O -1.497 4.945 3.268 0.07 0.30 0.40
O 5.161 1.486 -1.745 0.24 -0.15 -0.06
O 3.318 -5.833 2.208 0.41 -0.88 0.41
O -3.693 -2.309 -3.236 0.00 0.02 -0.19
O -1.768 0.581 0.185 -0.60 -0.40 -0.63
O -2.868 -4.286 -3.444 -0.01 0.01 -0.02
O 4.857 -4.348 2.006 -5.26 -4.68 -9.52
O -3.036 4.083 -2.344 -0.35 0.06 0.05
O -3.765 5.800 -3.435 -0.02 -0.04 0.00
O 3.496 -3.704 4.495 -1.35 -0.06 -0.54
O -1.825 7.081 3.208 -0.02 -0.07 0.07
O 4.266 -2.531 2.863 6.67 3.46 12.04
N -3.796 -3.514 -3.305 0.02 -0.04 0.07
N 4.330 -3.455 3.653 4.28 0.59 7.86
N -2.194 5.926 3.356 -0.06 -0.03 -0.07
N 3.689 -4.681 2.098 -5.30 -0.72 -3.63
N -3.036 4.833 -3.292 0.20 -0.01 -0.07
C -2.051 4.552 -4.350 0.07 0.01 -0.06
C -1.719 2.966 0.316 0.38 -0.45 1.16
C -6.280 5.251 4.177 0.02 0.00 0.00
C -5.817 6.549 4.002 -0.02 -0.09 0.02
C 1.843 -0.239 -2.130 0.01 -0.53 0.03
C -1.977 5.386 -5.449 -0.03 0.14 -0.14
C 2.718 2.513 -1.147 -0.29 -0.32 0.62
C 4.549 -0.561 0.678 1.24 1.04 -0.49
C 2.118 -1.312 1.940 -1.66 0.89 0.55
C 1.335 -3.969 2.226 -0.60 0.15 -0.09
C 7.605 -4.856 2.571 -0.60 1.16 -0.07
C 6.053 -0.585 0.529 0.13 -0.15 -0.22
C -3.619 5.699 3.655 -0.15 0.00 -0.03
C -4.476 6.779 3.739 -0.09 0.18 0.01
C -0.272 3.204 -5.179 -0.01 0.07 -0.08
C -5.400 4.180 4.093 -0.06 0.09 0.01
C -7.499 -3.763 -2.986 0.00 -0.10 -0.01
C -2.268 -1.561 -0.697 0.08 0.26 -0.06
C 6.727 -6.217 4.352 1.16 -0.25 -0.57
C 0.775 -1.634 2.092 0.86 0.53 0.03
C -4.058 4.401 3.829 -0.01 -0.23 0.01
C 5.510 -4.329 3.569 1.59 -0.08 4.20
C -0.413 3.435 0.955 0.17 0.61 -0.68
C -1.215 3.462 -4.197 0.11 -0.18 0.09
C -0.177 4.032 -6.289 -0.01 0.00 0.01
C -5.151 -4.084 -3.202 -0.09 -0.04 0.00
C 1.382 2.344 -0.405 -0.05 0.47 -0.96
C 0.659 3.668 -0.100 -0.14 -0.87 0.41
C 2.669 -3.624 2.081 -1.97 -2.44 -1.81
C -2.214 1.698 1.009 0.21 0.17 0.22
C -5.307 -5.456 -3.249 0.04 -0.20 -0.02
C 5.608 -5.407 4.427 -0.67 0.76 0.07
C -1.030 5.120 -6.424 0.05 -0.07 0.02
C 7.726 -5.941 3.428 -0.31 -0.91 0.82
C -6.225 -3.226 -3.067 -0.12 0.17 0.02
C 3.075 -2.311 1.932 -4.73 -1.25 -3.24
C -6.585 -5.983 -3.166 -0.07 0.07 0.01
C 1.527 -1.517 -2.856 -0.39 0.13 -0.01
C 6.488 -4.041 2.637 6.67 1.23 1.89
C 0.384 -2.960 2.232 -0.08 -0.84 0.04
C -2.168 -0.649 0.487 0.29 0.17 1.43
C -7.680 -5.138 -3.038 0.01 0.00 0.00
H -0.954 5.766 -7.288 -0.01 0.01 -0.01
H -8.352 -3.106 -2.884 0.00 0.02 0.01
H 0.207 3.988 -1.060 0.22 0.36 -0.26
H 0.394 2.359 -5.073 0.01 -0.01 0.02
H 3.284 3.298 -0.648 0.25 0.12 0.04
H 6.507 0.237 1.071 0.07 0.22 0.02
H -5.759 3.169 4.228 0.01 -0.02 -0.01
H 1.826 -2.389 -2.285 0.24 -0.15 -0.01
H -3.364 3.576 3.754 0.08 0.07 -0.05
H 1.493 1.783 0.516 0.03 -0.08 0.19
H 8.602 -6.574 3.376 0.00 -0.02 0.01
H -1.384 -2.187 -0.767 0.15 -0.10 0.02
H -1.589 2.686 -0.731 -0.15 0.26 -0.30
H 1.946 -1.527 -3.856 0.28 -0.13 -0.09
H 0.030 -0.849 2.105 0.02 0.05 -0.06
H 4.335 -0.754 1.715 0.23 1.41 0.04
H 1.481 0.605 -2.712 0.03 0.22 -0.02
H -8.677 -5.554 -2.977 -0.01 0.00 0.01
H 1.043 -5.002 2.336 0.10 -0.03 0.04
H 0.445 -1.564 -2.966 -0.18 -0.07 -0.03
H 1.335 -0.239 -1.169 0.00 0.10 0.16
H 4.095 -1.367 0.105 -0.12 0.46 -0.37
H -0.664 -3.199 2.348 0.00 0.00 -0.01
H 2.589 2.843 -2.174 0.00 0.01 -0.24
H -1.738 1.654 1.981 0.11 -0.19 0.15
H -1.293 2.830 -3.324 -0.05 0.08 0.06
H 4.119 -2.064 1.813 -1.10 0.61 -7.13
H 1.391 4.409 0.221 0.06 0.19 0.07
H -2.376 -0.984 -1.604 0.07 0.05 -0.21
H 6.357 -0.554 -0.510 0.06 0.19 -0.16
H 6.383 -3.195 1.973 0.52 0.02 0.34
H 0.710 1.816 -1.079 -0.18 -0.38 0.30
H -2.643 6.230 -5.541 -0.04 -0.01 0.10
H 6.820 -7.066 5.015 0.00 0.00 0.03
H -4.103 7.782 3.599 0.11 -0.03 -0.04
H -2.515 3.709 0.418 -0.19 0.11 -0.26
H 8.382 -4.642 1.850 -0.07 0.01 -0.12
H -6.502 7.383 4.066 0.00 0.02 0.00
H -6.727 -7.054 -3.202 0.01 -0.02 0.00
H 2.418 -0.278 1.831 -0.15 -0.03 -0.04
H 4.824 -5.613 5.140 -0.14 0.05 -0.12
H -3.135 -2.199 -0.577 -0.10 -0.16 0.12
H -4.449 -6.102 -3.350 0.07 0.08 0.00
H -7.329 5.075 4.376 -0.01 0.00 0.01
H -6.073 -2.158 -3.026 0.10 -0.01 -0.01
H 0.567 3.832 -7.049 0.00 0.00 -0.01
H -0.599 4.392 1.438 0.10 0.01 0.09
H 6.438 -1.512 0.953 0.01 -0.09 0.05
H -3.297 1.643 1.151 -0.20 -0.27 -0.34
```
Positions in Å, forces in eV/Å.

For the HOMO energy, the calculation gives -1.6651 eV. The LUMO energy is 0.766 eV. The total charge is -1. As for the HOMO-LUMO gap: 2.432 eV.

---

Entry 2:
Formula: C42H50F10N8OPSn
Source: the Open Molecules 2025 dataset
Level of theory: the ωB97M-V functional and the def2-TZVPD basis

XYZ file:
```
113
Properties=species:S:1:pos:R:3:forces:R:3
Sn -0.285 -0.868 -0.363 0.06 0.15 -0.14
P 1.356 2.107 0.615 0.41 -0.12 0.15
F 6.861 -0.938 -1.103 0.02 -0.01 0.00
F 6.032 0.303 -3.397 0.01 0.01 -0.02
F 4.938 -1.855 0.633 0.00 -0.02 0.03
F 2.357 -1.543 0.111 0.03 -0.03 -0.17
F 2.579 -6.800 1.694 0.01 -0.03 0.01
F 3.489 0.645 -3.970 0.04 0.02 -0.02
F -1.078 -3.938 1.050 -0.15 -0.13 -0.05
F 2.409 -4.128 -2.152 0.02 0.00 -0.01
F 3.598 -5.984 -0.706 0.01 -0.01 -0.01
F 0.210 -5.722 2.541 0.01 0.00 0.00
O 0.017 2.978 -0.375 -0.21 0.26 -0.09
N 2.223 3.715 2.839 -0.05 -0.03 -0.08
N -2.673 -1.384 1.138 -0.24 -0.22 -0.04
N 3.835 1.939 2.484 -0.17 0.00 -0.14
N -1.340 -0.820 -2.646 -0.09 0.01 -0.21
N -0.108 -2.926 -1.301 0.17 0.09 0.45
N 0.120 -1.655 1.965 0.17 -0.22 0.06
N 1.409 -0.311 -2.094 0.11 0.02 0.03
N 3.692 3.755 0.886 -0.06 -0.04 -0.01
C -4.883 -2.287 0.562 0.00 0.04 -0.05
C -1.812 4.061 -1.383 -0.18 -0.05 -0.03
C 2.987 4.534 1.902 -0.07 -0.14 -0.07
C -1.112 -2.098 -3.327 -0.06 0.05 -0.07
C 4.576 -1.262 -0.517 -0.07 -0.07 0.04
C -0.556 -1.947 4.119 0.10 0.07 0.08
C -0.309 4.127 -1.127 0.17 -0.17 0.06
C 1.041 3.089 2.183 0.14 0.10 -0.02
C 1.783 -4.515 -1.019 0.14 0.12 -0.01
C 0.109 -4.375 0.616 -0.17 0.02 -0.11
C -5.841 0.325 0.331 0.02 0.00 -0.08
C 2.731 -0.447 -1.963 -0.16 0.03 0.06
C 0.590 -3.896 -0.619 -0.09 -0.10 -0.04
C 0.857 0.185 -3.341 0.05 -0.03 0.11
C 5.549 -0.796 -1.381 0.07 0.06 0.01
C 3.245 -1.104 -0.814 -0.04 0.08 0.10
C -4.379 -3.708 0.582 0.05 0.06 -0.07
C -0.650 0.336 -3.221 -0.08 0.06 -0.01
C 0.832 -2.140 4.068 -0.12 0.06 -0.12
C 0.754 -5.316 1.386 -0.10 0.03 0.05
C -0.001 5.431 -0.386 -0.05 0.10 0.00
C -6.691 -0.743 0.078 0.07 -0.01 -0.02
C -2.759 -0.521 -2.478 0.01 0.00 0.01
C -3.603 1.294 0.952 -0.02 -0.07 0.07
C 5.120 -0.167 -2.530 -0.05 0.03 -0.15
C 3.776 -0.005 -2.815 0.02 0.01 -0.08
C 0.427 4.125 -2.483 -0.02 -0.05 -0.02
C -3.673 1.788 2.399 0.00 -0.04 0.02
C -4.514 0.117 0.693 -0.01 0.09 0.10
C 2.756 3.137 -0.094 0.14 -0.03 0.20
C -4.043 -1.196 0.833 0.22 -0.02 -0.03
C 3.090 2.796 3.489 -0.06 -0.05 -0.16
C 2.437 -5.473 -0.261 0.12 0.02 -0.15
C 4.578 2.842 1.519 -0.17 -0.01 0.02
C -0.960 -1.650 2.814 -0.14 -0.14 -0.11
C 0.066 -2.866 -2.747 -0.12 -0.12 0.06
C 2.827 1.130 1.695 -0.06 0.04 0.04
C -2.320 -1.520 2.361 0.22 0.16 0.14
C 1.938 -5.881 0.953 -0.01 0.00 0.04
C -3.878 -4.147 -0.800 0.01 0.01 0.05
C -6.201 -2.036 0.189 -0.02 0.01 0.04
C 1.191 -1.955 2.725 -0.10 -0.02 0.11
H -3.024 -3.540 -1.111 -0.01 -0.02 0.07
H -3.252 -1.323 -1.927 0.04 0.04 -0.04
H -2.063 3.087 -1.811 0.00 0.06 -0.01
H -3.344 1.007 3.090 -0.01 0.05 -0.04
H -4.670 -4.045 -1.547 0.03 0.00 0.01
H 2.304 5.218 1.408 -0.03 0.04 -0.01
H -0.328 6.297 -0.972 0.02 -0.04 0.02
H -0.856 1.186 -2.559 0.01 -0.08 -0.01
H 3.338 2.493 -0.762 0.02 0.01 0.03
H 2.171 -2.059 2.278 -0.08 0.04 0.10
H 1.070 5.537 -0.212 -0.02 0.04 0.00
H -3.549 -5.189 -0.786 -0.01 0.04 0.01
H -3.880 2.104 0.276 -0.02 0.09 -0.03
H -5.192 -4.360 0.910 -0.02 -0.04 -0.03
H -2.571 1.026 0.720 0.01 0.01 -0.06
H -1.205 -2.019 4.982 0.03 -0.01 -0.03
H -0.982 -1.955 -4.410 -0.01 0.04 0.01
H 2.533 2.112 4.125 -0.03 -0.02 0.04
H -0.520 5.455 0.576 0.02 0.00 -0.03
H -1.068 0.580 -4.212 0.01 -0.01 0.00
H -6.851 -2.881 -0.020 0.02 0.03 0.01
H 0.567 2.414 2.901 0.05 0.01 0.01
H -2.009 -2.703 -3.181 0.00 0.01 0.00
H 2.353 3.943 -0.697 0.02 0.03 -0.02
H 1.010 -2.418 -3.058 -0.02 0.00 0.01
H 4.507 1.350 2.976 0.02 -0.03 0.03
H 5.324 3.381 2.108 0.06 0.05 0.02
H -2.872 0.401 -1.903 0.02 -0.03 0.00
H -3.081 -1.535 3.153 0.03 0.00 0.01
H -2.355 4.164 -0.440 0.02 -0.05 -0.03
H -3.266 -0.388 -3.445 0.00 0.00 -0.02
H -3.570 -3.817 1.299 0.07 0.00 0.06
H 0.331 3.884 1.966 -0.03 0.04 -0.01
H -7.718 -0.569 -0.220 0.02 0.00 0.03
H 1.228 1.179 -3.615 0.06 -0.04 -0.02
H 0.028 -3.874 -3.181 0.04 -0.03 0.04
H -2.142 4.848 -2.070 -0.01 -0.02 0.06
H -0.124 4.688 -3.242 0.02 0.03 0.04
H 5.066 2.191 0.796 0.00 0.00 -0.05
H 3.721 5.118 2.464 0.05 0.00 0.04
H -6.200 1.345 0.227 0.00 -0.03 0.01
H 1.424 4.565 -2.413 0.01 -0.05 0.00
H 1.102 -0.474 -4.189 -0.02 -0.03 0.04
H 3.413 0.538 0.991 -0.01 -0.01 0.07
H 2.338 0.460 2.406 0.01 -0.04 -0.03
H 3.846 3.326 4.071 0.04 0.05 0.04
H -4.696 2.062 2.668 0.03 0.00 0.00
H 0.535 3.095 -2.827 -0.04 0.06 0.01
H 1.493 -2.401 4.882 -0.03 0.00 -0.04
H -3.030 2.661 2.547 -0.02 -0.05 -0.03
```
Positions in Å, forces in eV/Å.

For the HOMO energy, the calculation gives -4.0549 eV. The LUMO energy is 1.932 eV. The total charge is -1. As for the HOMO-LUMO gap: 5.986 eV.

---

Entry 3:
Formula: C42H50MoN7O2S2Si2
Source: the Open Molecules 2025 dataset
Level of theory: the ωB97M-V functional and the def2-TZVPD basis

XYZ file:
```
106
Properties=species:S:1:pos:R:3:forces:R:3
Mo 0.629 -0.057 0.793 0.23 0.04 -0.12
S 1.183 -1.844 2.635 -0.16 -0.02 -0.21
S 3.680 0.694 -0.786 -0.02 0.02 -0.01
Si 3.530 1.117 2.661 0.11 -0.08 0.05
Si -1.608 1.725 -0.734 0.01 0.03 -0.05
O 1.000 -0.175 -2.916 -0.18 -0.05 -0.23
O -0.754 0.560 2.265 0.00 0.05 0.01
N -1.341 -0.746 0.208 -0.06 -0.21 0.13
N -0.025 1.755 -0.156 -0.28 -0.16 -0.11
N -2.286 0.348 0.456 0.08 0.05 0.05
N -1.314 -2.222 3.414 -0.05 -0.07 0.12
N -0.566 -3.567 1.670 0.01 0.13 0.05
N 0.897 -1.748 -0.579 0.12 0.14 0.14
N 2.209 1.361 1.444 -0.03 0.06 0.15
C 4.157 -0.644 2.668 -0.01 0.05 0.02
C -0.361 -2.581 2.563 0.20 0.00 -0.04
C -3.993 -5.697 0.502 0.02 -0.01 -0.01
C -2.234 2.215 3.813 0.06 -0.02 -0.02
C 3.124 -1.954 -6.008 0.01 -0.01 -0.01
C -1.926 0.874 1.841 0.01 0.11 -0.02
C -4.186 3.556 4.266 0.01 -0.02 -0.01
C -2.932 3.070 4.634 -0.03 0.02 0.00
C -4.708 3.169 3.038 -0.01 0.02 0.02
C -0.145 -3.342 -2.048 -0.04 0.00 0.02
C -4.023 2.311 2.200 -0.01 -0.01 -0.03
C -0.234 -2.212 -1.198 0.03 0.04 0.06
C 2.421 -0.004 -4.779 0.11 -0.10 -0.11
C -1.445 -1.546 -0.894 -0.01 0.01 -0.17
C -2.656 -1.859 -1.731 0.04 0.01 0.09
C 1.753 2.710 1.165 -0.02 0.11 -0.01
C -2.757 1.783 2.561 -0.03 0.00 0.11
C 1.745 2.034 -3.335 -0.03 -0.02 -0.04
C -4.133 -4.431 1.046 0.01 0.00 0.00
C 2.390 0.569 0.224 0.08 -0.31 0.05
C 0.683 2.871 0.262 -0.06 0.00 -0.06
C 2.323 3.828 1.751 0.04 -0.03 0.03
C -3.020 -3.702 1.443 0.01 0.06 -0.03
C -1.607 -5.520 0.756 0.07 0.06 0.03
C 3.847 0.229 -6.708 0.03 -0.02 -0.04
C 0.380 4.171 -0.159 0.02 0.01 0.02
C 5.089 2.091 2.270 -0.08 0.01 0.04
C -2.715 3.220 -0.555 0.03 -0.09 0.05
C 1.937 5.114 1.395 -0.01 0.01 -0.01
C 2.066 -2.356 -0.786 -0.03 0.04 -0.01
C -2.720 -6.232 0.350 -0.04 -0.02 -0.02
C 1.656 0.558 -3.624 0.12 0.13 0.26
C -1.747 -4.250 1.313 -0.12 -0.08 -0.04
C 2.205 -3.469 -1.591 -0.02 -0.04 -0.05
C 2.420 -1.386 -4.961 -0.03 0.02 0.02
C -3.706 -0.109 0.431 -0.06 -0.03 -0.06
C 0.987 5.282 0.404 0.00 -0.01 -0.01
C 3.838 -1.147 -6.884 -0.01 0.02 0.02
C -1.868 1.140 -2.482 0.00 0.06 0.08
C 1.063 -3.962 -2.233 0.07 0.00 0.04
C 2.771 1.541 4.318 0.00 -0.02 -0.05
C 3.144 0.798 -5.657 -0.05 0.02 0.07
H 2.918 -1.909 -0.294 0.00 -0.02 0.00
H 2.783 2.311 -3.141 -0.01 0.00 -0.01
H -1.314 0.243 -2.739 0.03 -0.02 -0.01
H -4.177 0.112 1.380 0.03 -0.03 0.00
H 5.622 1.567 1.476 -0.01 -0.01 -0.01
H 2.401 5.966 1.874 0.00 0.01 0.00
H -0.614 -5.938 0.641 0.00 -0.01 0.00
H -2.331 -2.109 -2.739 -0.02 -0.02 0.00
H -3.724 -1.180 0.278 0.03 -0.02 0.00
H 3.355 1.088 5.122 0.02 0.02 0.01
H -5.669 3.553 2.716 0.00 0.00 0.00
H -2.506 3.897 -1.386 0.03 0.01 0.00
H 4.958 3.121 1.948 0.00 0.00 0.00
H 3.176 -3.922 -1.725 0.01 0.01 0.01
H 1.864 -1.994 -4.259 0.00 0.00 -0.01
H -4.863 -6.259 0.193 0.00 0.00 0.00
H -3.763 2.930 -0.654 0.00 0.00 0.01
H -2.587 3.760 0.382 0.00 0.02 -0.01
H 3.542 -1.376 3.184 -0.03 0.02 0.01
H -0.365 4.308 -0.932 0.00 0.01 0.00
H -4.474 2.088 1.247 0.00 0.03 0.00
H -2.490 3.375 5.575 0.01 0.00 0.00
H 4.368 -0.993 1.657 -0.03 -0.02 -0.01
H 2.701 2.612 4.507 -0.01 0.00 0.00
H -3.146 -2.689 1.796 0.01 0.02 0.02
H 3.123 -3.028 -6.142 0.00 0.00 0.00
H -4.256 0.378 -0.373 0.01 0.01 0.00
H 1.388 2.626 -4.181 -0.02 -0.01 -0.02
H -2.164 -2.746 3.533 -0.04 0.02 -0.04
H -1.254 1.864 4.101 -0.01 0.00 0.01
H -2.926 1.031 -2.735 -0.01 -0.02 0.01
H 1.129 -4.832 -2.875 0.00 0.00 0.00
H -4.732 4.229 4.912 0.00 0.00 0.00
H -5.117 -3.993 1.152 0.00 0.01 0.00
H 0.706 6.272 0.071 0.00 0.01 0.00
H -1.478 1.950 -3.108 0.01 0.01 0.01
H 1.158 2.243 -2.444 0.00 0.02 0.02
H -2.592 -7.216 -0.083 0.00 0.00 0.00
H 0.260 -3.783 1.131 0.02 0.00 -0.02
H 5.113 -0.601 3.200 0.01 0.02 -0.02
H 4.408 0.859 -7.386 0.00 0.00 0.00
H -1.090 -1.480 4.056 -0.02 0.04 -0.05
H -3.218 -2.715 -1.337 -0.04 0.00 0.00
H 4.392 -1.591 -7.702 0.00 0.00 -0.01
H 1.762 1.121 4.358 0.00 -0.01 0.01
H -1.031 -3.732 -2.526 -0.01 0.01 0.01
H 3.088 3.715 2.503 0.00 0.00 -0.01
H -3.338 -1.023 -1.830 -0.01 0.02 0.00
H 3.163 1.871 -5.519 0.01 0.00 -0.01
H 5.721 2.087 3.163 0.00 0.01 0.01
```
Positions in Å, forces in eV/Å.

For the HOMO energy (spin up / spin down), the calculation gives -5.6284 / -6.1551 eV. The spin multiplicity is 4. The LUMO energy (spin up / spin down) is 0.309 / -0.349 eV. As for the HOMO-LUMO gap (spin up / spin down): 5.937 / 5.806 eV.

---

Number 1: calculated total energy -91774.5782 eV. Number 2: calculated total energy -100627.1399 eV. Number 3: calculated total energy -98175.2089 eV.